C49H75Ge2N8O2P2Pt | ωB97M-V with the def2-TZVPD basis set

Summary:
energy above the lowest of the compared OMol25 structures with the same formula, charge and spin = 10.0 kJ/mol
LUMO level (alpha / beta) = -4.76 / -6.97 eV
orbital gap (alpha / beta) = 7.7 / 5.8 eV
HOMO energy (alpha / beta) = -12.448 / -12.815 eV
2S+1 = 2
net charge = +2
energy = -7456.280743 a.u.

CARTESIAN COORDINATES (ANGSTROEM)
Pt 0.137 0.117 0.030
C -2.815 -3.054 -0.934
C -4.033 -2.584 -0.474
C -4.116 -1.285 0.000
C -2.976 -0.493 0.020
N -1.792 -0.969 -0.391
C -1.722 -2.210 -0.875
C -3.016 0.912 0.513
C -4.206 1.620 0.627
C -4.173 2.879 1.205
C -2.964 3.377 1.662
C -1.823 2.615 1.465
N -1.841 1.422 0.876
H -2.707 -4.052 -1.335
H -4.910 -3.219 -0.482
H -5.054 -0.897 0.371
H -0.751 -2.521 -1.242
H -5.139 1.200 0.277
H -5.083 3.455 1.310
H -2.900 4.336 2.156
H -0.855 2.969 1.798
O 0.079 -0.408 1.984
P 0.117 -1.617 2.913
N 1.369 -1.528 3.945
C 1.616 -0.280 4.707
C 2.482 -0.734 5.885
C 3.160 -2.011 5.387
C 2.085 -2.672 4.535
N 0.183 -3.029 2.092
C -0.334 -4.294 2.673
C 0.552 -5.376 2.061
C 0.980 -4.771 0.725
C 1.224 -3.311 1.081
N -1.253 -1.577 3.799
C -1.413 -2.112 5.167
C -2.733 -2.867 5.097
C -3.569 -1.960 4.195
C -2.569 -1.479 3.138
H 0.678 0.169 5.040
H 2.122 0.443 4.068
H 1.851 -0.958 6.748
H 3.195 0.033 6.185
H 3.489 -2.660 6.197
H 4.019 -1.772 4.767
H 1.429 -3.281 5.164
H 2.501 -3.311 3.754
H -1.378 -4.433 2.383
H -0.287 -4.295 3.762
H 0.018 -6.319 1.955
H 1.428 -5.554 2.687
H 0.173 -4.858 -0.007
H 1.870 -5.242 0.313
H 1.132 -2.633 0.233
H 2.226 -3.183 1.501
H -1.489 -1.286 5.880
H -0.571 -2.732 5.462
H -3.176 -3.028 6.078
H -2.582 -3.838 4.620
H -3.944 -1.111 4.769
H -4.423 -2.469 3.750
H -2.762 -0.455 2.820
H -2.588 -2.125 2.255
O 0.106 0.466 -1.960
P -0.380 1.548 -2.930
N 0.239 3.024 -2.583
C 0.241 3.601 -1.236
C -0.363 4.985 -1.418
C 0.190 5.416 -2.781
C 0.349 4.113 -3.586
N 0.112 1.096 -4.413
C -0.628 1.388 -5.665
C 0.436 1.285 -6.764
C 1.753 1.562 -6.041
C 1.548 0.868 -4.704
N -2.021 1.602 -2.945
C -2.831 2.822 -3.178
C -4.233 2.277 -3.421
C -3.962 0.973 -4.165
C -2.773 0.399 -3.404
H 1.262 3.682 -0.872
H -0.303 2.961 -0.555
H -0.077 5.670 -0.620
H -1.452 4.923 -1.437
H 1.160 5.898 -2.657
H -0.461 6.124 -3.292
H 1.320 4.073 -4.083
H -0.416 4.025 -4.353
H -1.073 2.383 -5.647
H -1.431 0.666 -5.816
H 0.236 1.977 -7.580
H 0.448 0.275 -7.176
H 1.897 2.635 -5.897
H 2.616 1.172 -6.578
H 2.173 1.259 -3.902
H 1.741 -0.203 -4.785
H -2.493 3.374 -4.059
H -2.784 3.487 -2.316
H -4.853 2.978 -3.977
H -4.720 2.069 -2.466
H -3.692 1.182 -5.202
H -4.813 0.293 -4.167
H -2.139 -0.247 -4.013
H -3.114 -0.178 -2.545
C 3.723 3.112 -1.933
Ge 3.882 2.372 -0.134
C 5.756 2.088 0.282
C 3.020 3.433 1.265
Ge 2.487 0.054 -0.170
C 3.086 -0.650 -1.901
C 4.334 -0.336 -2.438
C 4.829 -1.013 -3.543
C 4.097 -2.053 -4.103
C 2.864 -2.394 -3.567
C 2.354 -1.682 -2.487
C 3.800 -0.809 1.010
C 4.317 -0.166 2.134
C 5.375 -0.708 2.853
C 5.910 -1.929 2.476
C 5.389 -2.601 1.375
C 4.359 -2.038 0.638
H 3.335 4.129 -1.858
H 3.070 2.529 -2.581
H 4.720 3.141 -2.374
H 6.268 2.979 -0.092
H 6.178 1.212 -0.207
H 5.916 2.004 1.353
H 2.897 4.455 0.903
H 3.665 3.450 2.144
H 2.047 3.037 1.551
H 4.949 0.438 -1.989
H 5.795 -0.748 -3.954
H 4.491 -2.598 -4.951
H 2.294 -3.209 -3.996
H 1.372 -1.931 -2.099
H 3.907 0.788 2.449
H 5.782 -0.176 3.705
H 6.739 -2.353 3.029
H 5.806 -3.554 1.076
H 3.997 -2.558 -0.241



C49H78BrNO14P2 | ωB97M-V with the def2-TZVPD basis set

Summary:
LUMO level = -1.46 eV
orbital gap = 6.7 eV
HOMO energy = -8.199 eV
structure (SMILES) = CCCOc1c(Cc2ccccc2)c(P(N)O)c(CP(=O)(O)O)c2c1C(=O)C(Br)=CC2=O.C1CCOC1.C1CCOC1.C1CCOC1.C1CCOC1.C1CCOC1.C1CCOC1.C1CCOC1
energy = -6278.729484 a.u.

CARTESIAN COORDINATES (ANGSTROEM)
C -1.644 2.943 4.679
C -2.538 1.773 4.216
C -1.748 0.707 3.452
O -2.277 0.409 2.143
C -1.609 0.950 1.086
C -0.330 0.491 0.762
C 0.264 -0.685 1.536
C -0.040 -1.962 0.753
C -1.296 -2.515 0.889
C -1.671 -3.623 0.167
C -0.784 -4.202 -0.713
C 0.487 -3.683 -0.829
C 0.855 -2.572 -0.104
C 0.373 1.083 -0.273
P 2.094 0.449 -0.590
N 3.173 1.755 -0.295
O 2.116 0.215 -2.220
C -0.209 2.096 -1.046
C 0.579 2.698 -2.200
P 0.143 1.954 -3.838
O 1.334 1.603 -4.621
O -0.745 3.022 -4.641
O -0.787 0.662 -3.637
C -1.504 2.517 -0.759
C -2.207 1.949 0.314
C -3.604 2.439 0.627
O -4.213 2.173 1.635
C -4.278 3.316 -0.371
Br -6.112 3.729 -0.181
C -3.608 3.834 -1.384
C -2.162 3.597 -1.555
O -1.570 4.301 -2.348
H -0.870 3.151 3.943
H -1.188 2.737 5.645
H -2.249 3.840 4.785
H -2.999 1.335 5.099
H -3.337 2.183 3.616
H -1.741 -0.220 4.025
H -0.711 1.024 3.380
H -0.199 -0.822 2.501
H 1.329 -0.572 1.707
H -2.000 -2.053 1.559
H -2.664 -4.039 0.266
H -1.057 -5.054 -1.314
H 1.167 -4.154 -1.524
H 1.859 -2.192 -0.223
H 2.767 2.482 0.284
H 3.588 2.151 -1.132
H 2.039 -0.747 -2.311
H 1.644 2.525 -2.122
H 0.423 3.766 -2.253
H -0.442 3.904 -4.384
H -0.372 0.084 -2.979
H -4.116 4.463 -2.099
C -4.436 1.429 -6.291
C -3.479 0.991 -5.189
C -3.811 1.942 -4.068
O -5.197 2.277 -4.210
C -5.672 1.808 -5.480
H -4.632 0.664 -7.040
H -4.039 2.311 -6.800
H -3.713 -0.035 -4.890
H -2.432 1.026 -5.473
H -3.217 2.858 -4.147
H -3.641 1.503 -3.082
H -6.316 0.938 -5.308
H -6.267 2.591 -5.950
C 5.729 0.093 -4.317
C 6.993 -0.107 -3.486
C 6.446 -0.834 -2.266
O 5.332 -1.608 -2.715
C 4.973 -1.198 -4.045
H 5.919 0.254 -5.377
H 5.161 0.946 -3.940
H 7.698 -0.747 -4.022
H 7.503 0.821 -3.231
H 6.094 -0.125 -1.507
H 7.177 -1.499 -1.803
H 5.273 -1.989 -4.741
H 3.893 -1.068 -4.108
C 4.923 -3.032 2.795
C 3.525 -3.557 3.128
C 2.909 -2.365 3.849
O 3.509 -1.195 3.293
C 4.631 -1.568 2.493
H 5.400 -3.550 1.965
H 5.576 -3.116 3.668
H 2.978 -3.752 2.201
H 3.518 -4.467 3.725
H 3.122 -2.391 4.924
H 1.827 -2.311 3.711
H 4.351 -1.438 1.441
H 5.473 -0.910 2.715
C 0.315 -5.645 -5.859
C -0.961 -4.832 -6.055
C -1.551 -4.840 -4.651
O -0.443 -4.894 -3.749
C 0.753 -5.199 -4.471
H 1.074 -5.464 -6.618
H 0.083 -6.713 -5.856
H -0.712 -3.811 -6.353
H -1.638 -5.248 -6.799
H -2.177 -5.724 -4.488
H -2.145 -3.951 -4.434
H 1.369 -4.294 -4.522
H 1.311 -5.967 -3.932
C -6.086 -0.506 1.305
C -7.105 -1.451 1.939
C -7.086 -2.627 0.971
O -5.762 -2.686 0.438
C -5.056 -1.488 0.778
H -5.663 0.217 1.997
H -6.545 0.042 0.478
H -6.757 -1.768 2.925
H -8.097 -1.016 2.052
H -7.789 -2.473 0.145
H -7.320 -3.579 1.451
H -4.325 -1.725 1.550
H -4.523 -1.123 -0.103
C 9.413 -0.791 3.490
C 9.166 -1.550 2.192
C 9.149 -2.992 2.677
O 8.644 -2.968 4.017
C 8.614 -1.617 4.487
H 9.098 0.251 3.457
H 10.475 -0.818 3.744
H 8.190 -1.280 1.780
H 9.919 -1.371 1.426
H 10.157 -3.418 2.701
H 8.514 -3.633 2.063
H 7.569 -1.290 4.527
H 9.026 -1.574 5.495
C -5.739 6.296 5.586
C -5.080 7.376 6.439
C -3.715 6.761 6.715
O -3.398 5.953 5.578
C -4.562 5.797 4.760
H -6.560 6.661 4.971
H -6.119 5.495 6.224
H -4.969 8.296 5.860
H -5.627 7.613 7.350
H -3.740 6.119 7.602
H -2.932 7.508 6.851
H -4.432 6.395 3.852
H -4.660 4.748 4.472



C49H81ClFNO16 | ωB97M-V with the def2-TZVPD basis set

Summary:
LUMO level = -1.08 eV
orbital gap = 7.7 eV
HOMO energy = -8.781 eV
structure (SMILES) = C#CN1C(=O)c2c(Cl)c(O)c(OC[C@H](C)O)c([C@@H](F)CC)c2C1=O.CC(C)=O.CC(C)=O.CC(C)=O.CC(C)=O.CC(C)=O.CC(C)=O.CC(C)=O.CC(C)=O.CC(C)=O.CC(C)=O.CC(C)=O
energy = -3733.890840 a.u.

CARTESIAN COORDINATES (ANGSTROEM)
C 1.545 2.771 4.535
C 0.385 2.970 3.967
N -0.807 3.095 3.077
C -0.395 4.150 2.119
O -0.271 5.419 2.237
C -0.058 3.304 0.781
C 0.584 3.808 -0.610
Cl 1.048 5.548 -0.933
C 0.812 2.693 -1.703
O 1.384 3.132 -2.954
C 0.441 1.151 -1.462
O 0.730 0.268 -2.550
C 1.940 -0.513 -2.326
C 3.267 0.345 -2.030
C 4.530 -0.647 -2.389
O 3.450 0.673 -0.599
C -0.232 0.693 -0.085
C -0.659 -0.832 0.179
F -0.547 -1.266 1.553
C -2.122 -1.078 -0.478
C -2.565 -2.637 -0.517
C -0.463 1.796 1.013
C -1.100 1.734 2.483
O -1.753 0.839 3.092
H 2.502 2.624 5.169
H 0.671 3.178 -3.663
H 2.140 -1.088 -3.320
H 1.858 -1.318 -1.509
H 3.384 1.299 -2.659
H 4.165 -1.727 -2.129
H 5.355 -0.415 -1.611
H 4.875 -0.550 -3.480
H 3.536 1.665 -0.538
H 0.074 -1.493 -0.434
H -2.097 -0.702 -1.571
H -2.879 -0.402 0.080
H -2.832 -3.018 0.532
H -1.773 -3.309 -1.015
H -3.522 -2.674 -1.183
C -1.487 5.514 -6.541
C -0.065 5.335 -6.082
C 0.951 6.334 -6.568
O 0.253 4.417 -5.346
H -2.108 4.723 -6.114
H -1.869 6.480 -6.201
H -1.538 5.449 -7.630
H 0.678 7.336 -6.229
H 1.009 6.305 -7.658
H 1.932 6.081 -6.158
C -2.860 5.653 0.263
C -3.952 4.649 0.003
C -5.374 5.141 0.060
O -3.694 3.483 -0.246
H -1.886 5.164 0.192
H -2.906 6.451 -0.481
H -2.968 6.065 1.269
H -5.530 5.917 -0.693
H -5.592 5.530 1.057
H -6.053 4.310 -0.148
C -4.836 0.727 7.080
C -3.835 -0.277 6.572
C -2.723 0.235 5.697
O -3.922 -1.461 6.860
H -5.580 0.216 7.697
H -4.332 1.478 7.690
H -5.347 1.201 6.237
H -2.125 0.966 6.246
H -3.139 0.687 4.795
H -2.078 -0.597 5.406
C -2.403 -5.473 4.498
C -2.088 -4.345 3.552
C -2.303 -2.941 4.051
O -1.674 -4.561 2.424
H -2.201 -6.427 4.005
H -1.774 -5.398 5.388
H -3.459 -5.440 4.777
H -1.670 -2.754 4.921
H -3.355 -2.796 4.310
H -2.035 -2.231 3.264
C 4.262 -5.792 -1.217
C 4.596 -4.356 -0.913
C 5.277 -4.064 0.397
O 4.324 -3.462 -1.698
H 3.775 -5.852 -2.194
H 5.177 -6.388 -1.246
H 3.579 -6.183 -0.460
H 6.237 -4.583 0.440
H 4.638 -4.378 1.226
H 5.456 -2.989 0.480
C -8.403 -0.136 11.094
C -7.165 -0.493 10.314
C -6.508 -1.812 10.622
O -6.713 0.257 9.466
H -8.767 0.841 10.767
H -9.183 -0.879 10.914
H -8.168 -0.083 12.160
H -7.204 -2.630 10.421
H -6.189 -1.834 11.666
H -5.629 -1.936 9.984
C 9.571 -0.997 -0.755
C 8.455 -1.823 -1.337
C 8.825 -2.867 -2.357
O 7.297 -1.654 -0.996
H 9.158 -0.286 -0.036
H 10.283 -1.644 -0.238
H 10.073 -0.439 -1.549
H 9.503 -3.598 -1.911
H 9.294 -2.393 -3.222
H 7.921 -3.385 -2.689
C 0.860 -4.554 -6.166
C 2.089 -4.186 -5.376
C 1.923 -3.969 -3.895
O 3.177 -4.067 -5.915
H 1.129 -4.678 -7.216
H 0.450 -5.496 -5.795
H 0.116 -3.758 -6.087
H 1.559 -4.885 -3.424
H 1.225 -3.147 -3.716
H 2.890 -3.709 -3.455
C -2.285 -5.480 -9.546
C -1.050 -4.669 -9.838
C -0.865 -4.171 -11.247
O -0.232 -4.426 -8.968
H -2.286 -5.772 -8.493
H -3.177 -4.883 -9.744
H -2.290 -6.384 -10.159
H -1.695 -3.515 -11.521
H -0.807 -5.017 -11.936
H 0.066 -3.603 -11.310
C 6.556 2.570 -4.691
C 7.550 1.566 -5.212
C 7.029 0.481 -6.117
O 8.730 1.629 -4.913
H 7.071 3.292 -4.052
H 6.096 3.106 -5.524
H 5.791 2.062 -4.098
H 6.591 0.924 -7.014
H 6.285 -0.119 -5.588
H 7.856 -0.169 -6.416
C -5.530 6.217 8.394
C -5.686 5.166 9.461
C -5.314 3.752 9.101
O -6.099 5.449 10.573
H -5.836 7.187 8.794
H -4.485 6.279 8.085
H -6.165 5.975 7.539
H -4.259 3.705 8.823
H -5.940 3.401 8.278
H -5.477 3.103 9.965